[1]
Molecular formula: C4H8N2O
Method: DFT, wB97M-V/def2-TZVPD

Results
energy relative to the best compared isomer or geometry (same formula, charge and spin): 43.4 kcal/mol
Kohn-Sham gap: 10.262 eV
E: -341.93451 a.u.
SMILES: [H]/N=C(\C)C/N=C\O
LUMO energy: 0.89 eV

```
15
Properties=species:S:1:pos:R:3:mulliken_charge:R:1
H -0.754 -2.097 -0.412 0.207
N -0.200 -1.401 0.081 -0.698
C -0.696 -0.232 0.150 0.951
C -1.956 0.232 -0.502 -1.227
C 0.165 0.808 0.818 -0.819
N 1.293 1.110 -0.048 -0.467
C 2.065 0.172 -0.439 0.106
O 2.365 -1.004 0.118 -0.480
H -2.624 0.655 0.248 0.307
H -1.718 1.018 -1.218 0.320
H -2.470 -0.583 -1.011 0.381
H 0.513 0.425 1.787 0.328
H -0.386 1.741 0.954 0.331
H 2.820 0.462 -1.166 0.374
H 1.583 -1.306 0.640 0.385
```

---

[2]
Molecular formula: C4H8N2O
Method: DFT, wB97M-V/def2-TZVPD

Results
energy relative to the best compared isomer or geometry (same formula, charge and spin): 100.9 kcal/mol
Kohn-Sham gap: 9.136 eV
E: -341.84283 a.u.
LUMO energy: 0.59 eV

```
15
Properties=species:S:1:pos:R:3:mulliken_charge:R:1
C -2.329 -0.409 -0.882 -0.863
C 3.200 -1.215 -0.513 -0.406
C -1.455 0.363 -0.219 0.716
C -1.309 0.559 1.233 -1.021
N 2.532 -0.200 -0.191 0.643
N 1.895 0.653 0.154 -0.811
O -0.542 1.173 -0.847 -0.551
H -2.470 -0.227 -1.957 0.290
H -3.110 -0.943 -0.282 0.231
H 3.947 -1.043 -1.235 0.245
H 3.192 -2.022 0.097 0.263
H -0.228 0.493 1.662 0.291
H -1.983 -0.053 1.714 0.327
H -1.592 1.639 1.568 0.238
H 0.252 1.233 -0.301 0.408
```

---

[3]
Molecular formula: C4H8N2O
Method: DFT, wB97M-V/def2-TZVPD

Results
energy relative to the best compared isomer or geometry (same formula, charge and spin): 36.9 kcal/mol
Kohn-Sham gap: 10.935 eV
E: -341.94490 a.u.
SMILES: N#C[C@@H](N)CCO
LUMO energy: 0.80 eV

```
15
Properties=species:S:1:pos:R:3:mulliken_charge:R:1
N -1.071 2.486 0.012 -0.486
C -1.013 1.345 0.186 0.104
C -0.879 -0.115 0.355 0.583
N -2.182 -0.706 0.018 -0.704
C 0.273 -0.586 -0.565 -0.855
C 1.568 0.210 -0.422 -0.486
O 2.043 0.066 0.905 -0.510
H -0.586 -0.299 1.398 0.176
H -2.164 -1.714 0.148 0.242
H -2.879 -0.354 0.672 0.269
H -0.052 -0.522 -1.609 0.305
H 0.513 -1.633 -0.348 0.369
H 1.406 1.269 -0.671 0.393
H 2.291 -0.191 -1.149 0.297
H 2.728 0.727 1.057 0.304
```

---

[4]
Molecular formula: C4H8N2O
Method: DFT, wB97M-V/def2-TZVPD

Results
energy relative to the best compared isomer or geometry (same formula, charge and spin): 85.1 kcal/mol
Kohn-Sham gap: 8.732 eV
E: -341.86810 a.u.
SMILES: CC/N=C(/N)C=O
LUMO energy: -0.31 eV

```
15
Properties=species:S:1:pos:R:3:mulliken_charge:R:1
C -0.461 -2.062 -1.283 -1.146
C -0.771 -0.743 -0.495 -0.291
N 0.467 -0.241 0.109 -0.467
C 0.540 0.915 0.595 0.498
N 1.663 1.165 1.303 -0.468
C -0.556 2.003 0.586 0.168
O -0.399 3.090 1.210 -0.500
H 0.419 -1.726 -1.985 0.279
H -1.345 -2.683 -1.808 0.281
H 0.356 -2.874 -0.780 0.267
H -1.476 -1.078 0.282 0.304
H -1.127 -0.034 -1.270 0.316
H 1.770 2.023 1.902 0.234
H 2.529 0.499 1.555 0.260
H -1.608 1.745 0.078 0.265
```

---

[5]
Molecular formula: C4H8N2O
Method: DFT, wB97M-V/def2-TZVPD

Results
energy relative to the best compared isomer or geometry (same formula, charge and spin): 68.6 kcal/mol
Kohn-Sham gap: 9.489 eV
E: -341.89426 a.u.
SMILES: C=C(O)/C(C)=N/N
LUMO energy: 0.86 eV

```
15
Properties=species:S:1:pos:R:3:mulliken_charge:R:1
C 0.247 -0.402 2.319 -0.874
C -0.213 -0.762 1.127 0.593
O -0.972 -1.969 0.904 -0.551
C -0.082 0.054 -0.107 0.497
C 0.357 -0.655 -1.372 -1.174
N -0.297 1.346 -0.025 -0.344
N -0.132 2.056 -1.162 -0.609
H 0.110 -1.051 3.177 0.292
H 0.792 0.527 2.455 0.307
H -1.601 -1.815 0.178 0.357
H 0.570 -1.710 -1.186 0.343
H 1.272 -0.198 -1.761 0.371
H -0.438 -0.585 -2.121 0.322
H -0.469 3.010 -1.019 0.270
H 0.856 2.153 -1.408 0.201
```

---

[6]
Molecular formula: C4H8N2O
Method: DFT, wB97M-V/def2-TZVPD

Results
energy relative to the best compared isomer or geometry (same formula, charge and spin): 38.8 kcal/mol
Kohn-Sham gap: 11.013 eV
E: -341.94179 a.u.
SMILES: N#C[C@@H](N)CCO
LUMO energy: 0.74 eV

```
15
Properties=species:S:1:pos:R:3:mulliken_charge:R:1
N 0.402 -0.136 2.546 -0.499
C 0.668 -0.013 1.427 0.023
C 0.978 0.172 -0.007 0.705
N 1.829 -0.940 -0.431 -0.748
C -0.314 0.216 -0.868 -0.626
C -1.630 -0.044 -0.134 -0.772
O -1.969 0.998 0.755 -0.549
H 1.477 1.151 -0.075 0.186
H 2.069 -0.811 -1.410 0.239
H 2.701 -0.938 0.091 0.259
H -0.203 -0.538 -1.657 0.389
H -0.390 1.196 -1.350 0.287
H -1.593 -1.018 0.372 0.378
H -2.429 -0.090 -0.880 0.379
H -1.594 0.795 1.622 0.350
```

---

[7]
Molecular formula: C4H8N2O
Method: DFT, wB97M-V/def2-TZVPD

Results
energy relative to the best compared isomer or geometry (same formula, charge and spin): 130.2 kcal/mol
Kohn-Sham gap (spin up / spin down): 9.613 / 7.883 eV
E: -341.79619 a.u.
LUMO energy (spin up / spin down): -1.18 / -1.28 eV

```
15
Properties=species:S:1:pos:R:3:mulliken_charge:R:1
C 1.957 0.703 -0.006 0.631
C -1.315 1.489 0.015 -1.469
C 0.741 0.358 0.502 -0.979
C -0.548 0.232 -0.420 0.538
N 2.993 1.002 -0.412 -0.417
N 0.778 -2.442 -0.177 -0.538
O -1.447 -0.826 -0.151 -0.548
H -0.847 2.348 0.532 0.357
H -2.068 1.188 0.659 0.427
H -1.763 1.857 -0.814 0.382
H 0.669 0.531 1.514 0.378
H -0.310 0.319 -1.428 0.370
H 1.704 -2.159 0.113 0.231
H 0.441 -3.025 0.593 0.246
H -0.986 -1.574 -0.518 0.390
```

---

[8]
Molecular formula: C4H8N2O
Method: DFT, wB97M-V/def2-TZVPD

Results
energy relative to the best compared isomer or geometry (same formula, charge and spin): 25.6 kcal/mol
Kohn-Sham gap: 10.039 eV
E: -341.96288 a.u.
SMILES: [H]/N=C(\NC)C(C)=O
LUMO energy: 0.67 eV

```
15
Properties=species:S:1:pos:R:3:mulliken_charge:R:1
H 1.645 -0.241 1.012 0.231
N 0.812 -0.765 0.742 -0.673
C 0.052 -0.092 -0.038 0.308
N 0.178 1.177 -0.508 -0.176
C 1.422 1.893 -0.421 -1.009
C -1.245 -0.733 -0.517 0.774
C -1.756 -1.813 0.377 -1.027
O -1.826 -0.281 -1.485 -0.595
H -0.476 1.388 -1.251 0.282
H 1.306 2.857 -0.917 0.340
H 2.240 1.337 -0.902 0.336
H 1.691 2.079 0.625 0.294
H -2.024 -1.266 1.287 0.264
H -2.623 -2.325 -0.041 0.322
H -0.953 -2.493 0.665 0.329
```

---

[9]
Molecular formula: C4H8N2O
Method: DFT, wB97M-V/def2-TZVPD

Results
energy relative to the best compared isomer or geometry (same formula, charge and spin): 88.9 kcal/mol
Kohn-Sham gap: 9.260 eV
E: -341.86202 a.u.
LUMO energy: 0.75 eV

```
15
Properties=species:S:1:pos:R:3:mulliken_charge:R:1
O 2.789 -0.450 0.047 -0.642
C 1.592 -0.330 -0.144 0.374
N 0.737 -1.424 -0.260 -0.107
C -0.559 -1.386 -0.720 -0.576
C -1.231 0.098 0.640 -0.725
C -0.433 1.215 0.004 -0.597
N 0.969 0.891 -0.252 -0.141
H 1.108 -2.274 0.144 0.214
H -0.683 -0.666 -1.534 0.288
H -1.416 -1.117 0.141 0.307
H -0.837 -0.196 1.618 0.352
H -2.285 0.388 0.712 0.373
H -0.456 2.082 0.678 0.332
H -0.924 1.521 -0.929 0.294
H 1.629 1.648 -0.146 0.252
```

---

[10]
Molecular formula: C4H8N2O
Method: DFT, wB97M-V/def2-TZVPD

Results
energy relative to the best compared isomer or geometry (same formula, charge and spin): 57.1 kcal/mol
Kohn-Sham gap: 10.082 eV
E: -341.91258 a.u.
SMILES: C=CN=C.NC=O
LUMO energy: 0.72 eV

```
15
Properties=species:S:1:pos:R:3:mulliken_charge:R:1
C -2.323 -0.342 -1.221 -0.631
C -1.943 -1.025 -0.101 -0.093
N -0.605 -1.024 0.372 -0.528
C 0.362 -1.275 -0.443 -0.383
H -1.705 0.315 -1.827 0.323
H -3.390 -0.395 -1.513 0.218
H -2.671 -1.548 0.524 0.325
H 1.358 -1.427 -0.082 0.368
H 0.198 -1.421 -1.534 0.310
N 1.673 0.827 1.400 -0.256
C 1.956 1.811 0.522 0.090
O 1.652 1.802 -0.661 -0.551
H 2.073 0.840 2.361 0.227
H 0.861 0.239 1.191 0.268
H 2.505 2.624 1.011 0.315
```

---

[11]
Molecular formula: C4H8N2O
Method: DFT, wB97M-V/def2-TZVPD

Results
energy relative to the best compared isomer or geometry (same formula, charge and spin): 126.4 kcal/mol
Kohn-Sham gap: 8.428 eV
E: -341.80224 a.u.
LUMO energy: 0.79 eV

```
15
Properties=species:S:1:pos:R:3:mulliken_charge:R:1
C -1.963 -0.537 -0.079 -1.046
C -0.705 0.259 -0.145 0.014
N -0.593 1.663 0.263 -0.527
C 0.812 1.300 0.751 -0.397
C 0.590 -0.012 0.078 0.321
N 1.273 -0.918 -0.701 -0.235
O 2.149 -1.795 -0.012 -0.421
H -2.693 -0.356 -0.870 0.288
H -2.413 -0.226 0.874 0.280
H -1.769 -1.616 -0.018 0.323
H 0.434 -1.282 -1.213 0.303
H -0.426 2.200 -0.596 0.283
H 0.745 1.265 1.846 0.197
H 1.658 1.919 0.441 0.292
H 2.902 -1.864 -0.620 0.327
```

---

[12]
Molecular formula: C4H8N2O
Method: DFT, wB97M-V/def2-TZVPD

Results
energy relative to the best compared isomer or geometry (same formula, charge and spin): 128.2 kcal/mol
Kohn-Sham gap: 9.729 eV
E: -341.79935 a.u.
SMILES: OC1=NN1.C=CC
LUMO energy: 0.78 eV

```
15
Properties=species:S:1:pos:R:3:mulliken_charge:R:1
O -2.508 0.863 1.705 -0.419
C -1.359 1.310 2.127 0.602
N -0.141 1.500 1.895 -0.305
N -0.909 2.225 3.066 -0.502
H -2.114 0.507 0.848 0.305
H -1.060 3.268 2.836 0.237
C -1.331 -0.571 -0.601 -1.073
C -0.110 -0.050 -0.537 0.069
C 1.130 -0.799 -0.119 -0.977
H -2.177 -0.060 -0.870 0.525
H -1.543 -1.648 -0.711 0.241
H -0.016 1.001 -0.782 0.382
H 1.804 -0.081 0.491 0.289
H 0.733 -1.663 0.434 0.278
H 1.588 -1.172 -0.989 0.348
```